The following is a quantum chemistry calculation of a molecular structure, C21H22BrCaCl7FMgN5O5 at a distorted geometry, from the Open Molecules 2025 dataset.

ORCA input file:
```
! wB97M-V def2-TZVPD RIJCOSX def2/J DEFGRID3
* xyz 0 1
N 0.585 -3.196 0.371
C -0.198 -1.943 0.236
C -1.817 -1.967 0.373
C -2.557 -3.409 0.619
O -2.779 -3.866 1.783
O -2.927 -4.157 -0.640
C -2.611 -0.643 0.230
C -1.767 0.670 -0.034
N -0.323 0.634 -0.153
C 0.486 -0.587 -0.032
C 2.090 -0.573 -0.213
C 2.606 -0.187 -1.623
C 4.172 -0.166 -1.817
C 5.040 -0.548 -0.555
C 4.265 -0.930 0.735
N 2.850 -0.952 0.937
H 1.337 -3.194 -0.346
H 1.052 -3.233 1.299
H -2.235 -3.818 -1.321
H -3.761 -0.638 0.293
H -2.320 1.737 -0.159
H 0.132 1.549 -0.337
H 1.878 0.066 -2.470
H 4.648 0.106 -2.830
H 6.191 -0.529 -0.629
H 4.914 -1.236 1.641
Cl -1.158 -4.952 0.018
Mg 0.043 1.534 2.195
C -0.805 4.647 9.405
C -0.964 3.316 9.031
C -0.592 2.901 7.757
C -0.057 3.830 6.865
C 0.097 5.166 7.230
C -0.280 5.572 8.506
N 0.359 3.393 5.531
O 0.191 2.214 5.237
O 0.854 4.226 4.786
H -1.092 4.966 10.403
H -1.375 2.600 9.736
H -0.720 1.861 7.478
H 0.507 5.895 6.540
H -0.162 6.609 8.802
C 1.297 0.812 -6.165
C 0.524 -0.046 -5.201
O 1.082 -0.761 -4.371
N -0.831 -0.017 -5.263
C -1.672 0.749 -6.155
H 2.366 0.679 -5.991
H 1.075 0.515 -7.193
H 1.050 1.865 -6.013
H -1.277 -0.619 -4.583
H -2.317 1.391 -5.550
H -2.294 0.052 -6.722
H -1.094 1.362 -6.844
C 0.533 -3.907 -6.472
Cl -0.594 -3.887 -5.100
Cl 2.058 -3.130 -5.997
Cl 0.851 -5.588 -6.958
Cl -0.185 -3.022 -7.835
Br -3.242 -2.918 -2.284
Cl -2.560 2.918 0.838
Ca -3.665 -5.817 -1.845
F -1.696 -5.023 2.884
Cl -3.209 1.626 -2.056
*
```

HOMO level: -5.427 eV
E_tot: -224097.7892 eV
LUMO level: -3.4 eV

=====

The following is a quantum chemistry calculation of a molecular structure, C21H22BrIN7O4PdS at a distorted geometry, from the Open Molecules 2025 dataset.

ORCA input file:
```
! wB97M-V def2-TZVPD RIJCOSX def2/J DEFGRID3
* xyz 1 1
Pd 0.029 -0.074 -0.783
O -3.653 -5.691 0.028
C -4.797 -5.040 0.560
N -4.417 -3.684 0.820
C -4.830 -2.640 0.049
O -5.708 -2.693 -0.783
C -4.058 -1.373 0.301
C -4.557 -0.329 1.067
C -3.786 0.812 1.193
C -2.545 0.867 0.579
N -2.052 -0.143 -0.153
C -2.819 -1.225 -0.289
H -3.878 -6.603 -0.185
H -5.114 -5.524 1.487
H -5.619 -5.015 -0.156
H -3.700 -3.514 1.506
H -5.532 -0.403 1.531
H -4.131 1.663 1.762
H -1.925 1.746 0.655
H -2.465 -1.972 -0.984
Br 0.558 6.949 1.241
C 0.801 5.237 2.006
C 1.219 5.128 3.325
C 1.399 3.872 3.885
C 1.163 2.730 3.136
C 0.744 2.854 1.817
C 0.560 4.109 1.242
C 0.497 1.628 1.020
O 0.033 1.803 -0.211
O 0.682 0.483 1.443
H 1.401 6.021 3.906
H 1.728 3.789 4.912
H 1.303 1.744 3.556
H 0.238 4.195 0.215
C 6.039 1.726 -1.942
C 5.235 0.560 -2.505
C 3.764 0.808 -2.504
N 2.914 0.067 -1.897
N 1.619 0.486 -2.046
C 1.514 1.586 -2.762
N 0.354 2.188 -3.067
S 3.039 2.157 -3.335
H 7.101 1.488 -1.945
H 5.742 1.949 -0.917
H 5.911 2.634 -2.534
H 5.388 -0.345 -1.917
H 5.553 0.328 -3.525
H -0.439 1.986 -2.483
H 0.366 3.090 -3.507
I 3.559 -4.823 0.056
C 1.828 -3.758 -0.226
C 0.546 -4.123 0.117
N -0.261 -3.112 -0.238
N 0.422 -2.111 -0.837
C 1.698 -2.495 -0.810
H 0.139 -5.018 0.558
H -1.264 -3.134 -0.232
H 2.463 -1.842 -1.196
*
```

HOMO level: -11.300 eV
E_tot: -133207.8294 eV
Relative energy (zero: lowest compared OMol25 entry of this formula, charge and spin): 24.07 kcal per mole
LUMO level: -3.3 eV

=====

The following is a quantum chemistry calculation of C21H22BrN3O5 in the gas phase, from the Open Molecules 2025 dataset.

ORCA input file:
```
! wB97M-V def2-TZVPD RIJCOSX def2/J DEFGRID3
* xyz 0 1
C -0.530 1.836 3.083
O -0.241 2.109 1.734
C 0.876 1.548 1.187
C 1.807 0.789 1.871
C 2.873 0.209 1.197
C 3.041 0.404 -0.160
C 4.098 -0.347 -0.923
C 3.430 -1.460 -1.752
N 2.434 -2.147 -0.955
C 2.765 -3.017 0.068
O 3.879 -3.392 0.304
C 1.485 -3.395 0.783
C 0.387 -2.580 0.110
N -0.127 -1.558 1.032
N -1.114 -0.748 0.445
C -2.397 -0.842 0.859
O -2.719 -1.596 1.761
C -3.334 0.074 0.153
C -3.007 1.415 -0.033
C -3.899 2.274 -0.649
C -5.127 1.807 -1.089
C -5.465 0.476 -0.918
C -4.571 -0.380 -0.295
Br -5.053 -2.210 -0.121
C 1.102 -1.848 -1.024
O 0.593 -1.118 -1.839
C 2.131 1.204 -0.847
C 1.044 1.759 -0.200
O 0.061 2.487 -0.808
C 0.079 2.577 -2.212
H -1.474 2.338 3.290
H -0.647 0.761 3.256
H 0.243 2.232 3.750
H 1.699 0.614 2.928
H 3.569 -0.410 1.743
H 4.805 -0.799 -0.226
H 4.644 0.311 -1.600
H 2.905 -1.042 -2.613
H 4.172 -2.188 -2.085
H 1.326 -4.471 0.709
H 1.581 -3.140 1.839
H -0.418 -3.205 -0.308
H -0.613 -2.016 1.811
H -0.815 -0.182 -0.335
H -2.059 1.790 0.322
H -3.634 3.312 -0.780
H -5.826 2.475 -1.568
H -6.415 0.099 -1.263
H 2.267 1.355 -1.905
H -0.838 3.098 -2.484
H 0.939 3.153 -2.568
H 0.086 1.585 -2.674
*
```

HOMO level: -8.216 eV
E_tot: -106884.6849 eV
Relative energy (zero: lowest compared OMol25 entry of this formula, charge and spin): 35.06 kcal per mole
LUMO level: 0.7 eV

=====

Question: HOMO level of number 1 (C21H22BrCaCl7FMgN5O5)?
Answer: -5.427 eV